{"formula": "C63H61IN10O21", "method": "wB97M-V/def2-TZVPD", "elements": ["C", "O", "C", "C", "C", "C", "O", "O", "C", "N", "C", "C", "C", "I", "H", "H", "H", "H", "H", "H", "H", "H", "H", "H", "H", "H", "H", "H", "H", "H", "O", "N", "O", "C", "C", "C", "C", "C", "C", "H", "H", "H", "H", "H", "O", "N", "O", "C", "C", "C", "C", "C", "C", "H", "H", "H", "H", "H", "O", "N", "O", "C", "C", "C", "C", "C", "C", "H", "H", "H", "H", "H", "O", "N", "O", "C", "C", "C", "C", "C", "C", "H", "H", "H", "H", "H", "O", "N", "O", "C", "C", "C", "C", "C", "C", "H", "H", "H", "H", "H", "O", "N", "O", "C", "C", "C", "C", "C", "C", "H", "H", "H", "H", "H", "O", "N", "O", "C", "C", "C", "C", "C", "C", "H", "H", "H", "H", "H", "O", "N", "O", "C", "C", "C", "C", "C", "C", "H", "H", "H", "H", "H", "O", "N", "O", "C", "C", "C", "C", "C", "C", "H", "H", "H", "H", "H"], "xyz": [[5.401, -3.126, -3.334], [5.033, -1.762, -3.223], [3.815, -1.529, -3.901], [3.368, -0.124, -3.561], [3.856, 0.943, -4.552], [2.577, 1.722, -4.783], [2.163, 2.261, -5.803], [1.868, 1.652, -3.615], [1.908, 0.248, -3.216], [1.748, 0.276, -1.776], [0.675, -0.368, -3.932], [0.771, -1.767, -4.515], [1.458, -1.841, -5.876], [-1.300, -2.422, -4.795], [6.459, -3.236, -3.176], [4.822, -3.728, -2.640], [5.191, -3.495, -4.332], [4.031, -1.590, -4.963], [3.113, -2.318, -3.651], [3.911, 0.074, -2.652], [4.545, 1.617, -4.072], [4.221, 0.566, -5.492], [1.406, -0.627, -1.477], [1.070, 0.993, -1.556], [0.321, 0.290, -4.706], [-0.113, -0.383, -3.198], [1.141, -2.493, -3.818], [2.458, -2.241, -5.813], [0.912, -2.492, -6.531], [1.503, -0.866, -6.336], [-1.459, -5.021, 0.760], [-1.577, -4.880, -0.441], [-0.709, -4.444, -1.165], [-2.871, -5.221, -1.049], [-3.901, -5.661, -0.240], [-5.129, -5.938, -0.817], [-5.310, -5.769, -2.184], [-4.260, -5.330, -2.979], [-3.028, -5.058, -2.411], [-3.756, -5.782, 0.823], [-5.947, -6.278, -0.199], [-6.273, -5.978, -2.629], [-4.401, -5.201, -4.043], [-2.209, -4.716, -3.025], [-1.585, 1.308, 1.168], [-1.381, 1.540, 2.345], [-2.216, 1.982, 3.106], [-0.040, 1.276, 2.874], [0.931, 0.795, 2.016], [2.202, 0.562, 2.508], [2.481, 0.801, 3.847], [1.490, 1.269, 4.698], [0.219, 1.517, 4.213], [0.709, 0.598, 0.979], [2.973, 0.191, 1.847], [3.475, 0.616, 4.232], [1.712, 1.443, 5.739], [-0.555, 1.883, 4.869], [-8.172, 2.919, 2.968], [-7.003, 2.585, 2.875], [-6.365, 2.082, 3.769], [-6.326, 2.823, 1.594], [-7.026, 3.429, 0.567], [-6.373, 3.674, -0.630], [-5.041, 3.310, -0.784], [-4.357, 2.696, 0.258], [-5.002, 2.449, 1.457], [-8.060, 3.710, 0.693], [-6.904, 4.151, -1.442], [-4.533, 3.509, -1.718], [-3.322, 2.412, 0.145], [-4.467, 1.976, 2.265], [-14.113, 5.382, 3.161], [-13.901, 5.600, 4.335], [-14.722, 6.035, 5.114], [-12.552, 5.320, 4.849], [-11.584, 4.854, 3.979], [-10.309, 4.607, 4.462], [-10.024, 4.825, 5.803], [-11.011, 5.286, 6.664], [-12.287, 5.537, 6.188], [-11.816, 4.687, 2.938], [-9.540, 4.248, 3.798], [-9.027, 4.633, 6.178], [-10.787, 5.451, 7.709], [-13.058, 5.897, 6.851], [9.495, 5.275, -3.798], [8.712, 4.935, -2.937], [8.338, 5.642, -2.026], [8.178, 3.566, -3.003], [8.608, 2.726, -4.014], [8.113, 1.434, -4.058], [7.201, 1.000, -3.109], [6.768, 1.862, -2.111], [7.261, 3.156, -2.052], [9.313, 3.070, -4.755], [8.433, 0.758, -4.837], [6.822, -0.014, -3.159], [6.050, 1.525, -1.375], [6.934, 3.832, -1.276], [-0.444, 6.025, 4.325], [-1.264, 6.840, 4.692], [-1.031, 7.766, 5.438], [-2.642, 6.691, 4.198], [-2.945, 5.626, 3.373], [-4.246, 5.475, 2.926], [-5.222, 6.387, 3.304], [-4.897, 7.457, 4.128], [-3.597, 7.613, 4.581], [-2.184, 4.917, 3.084], [-4.497, 4.645, 2.285], [-6.241, 6.262, 2.958], [-5.656, 8.168, 4.420], [-3.338, 8.440, 5.224], [5.223, -6.185, 1.957], [4.111, -5.747, 1.750], [3.865, -4.808, 1.023], [2.983, -6.393, 2.439], [3.238, -7.440, 3.306], [2.175, -8.030, 3.969], [0.881, -7.572, 3.759], [0.646, -6.525, 2.878], [1.702, -5.928, 2.211], [4.246, -7.791, 3.465], [2.358, -8.847, 4.653], [0.054, -8.031, 4.283], [-0.358, -6.165, 2.711], [1.521, -5.111, 1.527], [1.915, -0.885, 6.643], [1.821, -1.979, 7.165], [1.345, -2.181, 8.259], [2.306, -3.139, 6.401], [2.863, -2.935, 5.153], [3.327, -4.029, 4.441], [3.226, -5.304, 4.982], [2.657, -5.488, 6.235], [2.192, -4.400, 6.954], [2.933, -1.942, 4.737], [3.767, -3.887, 3.464], [3.593, -6.156, 4.425], [2.577, -6.482, 6.653], [1.748, -4.537, 7.928], [6.993, -0.945, -6.056], [6.481, -1.723, -6.835], [6.371, -2.915, -6.643], [5.939, -1.174, -8.086], [6.065, 0.180, -8.333], [5.563, 0.691, -9.518], [4.945, -0.151, -10.432], [4.822, -1.507, -10.162], [5.322, -2.028, -8.980], [6.545, 0.829, -7.617], [5.656, 1.747, -9.728], [4.558, 0.251, -11.358], [4.338, -2.161, -10.873], [5.232, -3.082, -8.765]], "mulliken_charge": [-0.9954, -0.2862, -0.8586, 0.6534, 0.1208, 0.2018, -0.6276, -0.5453, 0.4794, -0.5265, -1.8883, -0.4102, -0.8235, 0.0667, 0.2954, 0.3252, 0.3782, -0.1378, 0.6473, 0.6205, 0.1692, -0.0440, 0.2937, 0.3274, 0.4949, 0.5901, 0.7026, 0.0551, 0.5413, 0.2550, -0.5980, 0.9870, -0.5752, 0.0556, -0.3420, -0.4615, -0.4244, -0.4662, -0.2280, 0.4455, 0.3764, 0.3797, 0.3955, 0.3998, -0.6444, 1.1519, -0.6077, -0.0069, -0.3995, -0.4857, -0.5327, -0.5381, -0.2863, 0.4937, 0.5122, 0.4264, 0.4154, 0.5005, -0.6942, 1.0462, -0.6000, 0.0886, -0.4070, -0.4372, -0.7151, -0.0222, -0.6715, 0.4960, 0.4065, 0.4288, 0.4539, 0.5632, -0.6096, 1.0071, -0.6107, 0.0976, -0.4774, -0.1203, -0.5610, -0.3732, -0.4406, 0.4352, 0.4615, 0.4202, 0.3823, 0.4501, -0.6123, 1.0144, -0.6092, 0.0010, -0.4539, -0.3708, -0.4109, -0.5271, -0.3678, 0.4615, 0.5231, 0.3756, 0.4870, 0.4691, -0.6171, 1.0493, -0.6171, -0.0866, -0.6218, 0.3786, -0.6256, -0.4791, -0.5339, 0.5434, 0.2724, 0.4709, 0.3958, 0.4628, -0.6348, 1.1454, -0.5247, -0.9953, 0.1960, -0.6852, -0.4404, -0.5984, -0.0236, 0.5622, 0.4125, 0.4242, 0.4627, 0.6759, -0.5680, 0.9503, -0.6072, -0.0286, -0.2210, -0.6714, -0.1583, -0.7308, -0.4188, 0.4707, 0.5141, 0.5976, 0.4276, 0.4782, -0.4962, 1.0379, -0.6236, 0.0601, -0.1648, -0.6421, -0.4207, -0.5100, -0.4435, 0.5304, 0.3909, 0.3958, 0.3976, 0.4909], "gap_ev": 8.86, "spin_multiplicity": 1, "e_homo_ev": -9.801, "charge": 0}